# C2H5NOS2

One molecule with the formula C2H5NOS2 at a distorted geometry (the ωB97M-V functional and the def2-TZVPD basis, the Open Molecules 2025 dataset).

The energy relative to the best compared isomer or geometry (same formula, charge and spin) is 1.909 eV. Its HOMO energy is -8.51 eV. As for the LUMO energy: 0.3 eV. The structure (SMILES) is CSC(=S)NO. As for the HOMO-LUMO gap: 8.830 eV. Its total charge is 0.

Atoms and positions in Å:
S1 -2.920 -0.626 -0.049
S2 -0.105 -1.473 -0.500
O1 0.264 1.519 -0.407
N1 -0.879 1.030 0.118
C1 -1.316 -0.251 -0.109
C2 1.394 -0.930 0.372
H1 1.886 -1.866 0.565
H2 2.066 -0.304 -0.210
H3 1.073 -0.472 1.318
H4 -1.625 1.748 0.290
H5 0.162 1.624 -1.390

Cartesian forces, eV/Å:
S 0.37 0.07 0.04
S -0.27 0.42 0.00
O 1.23 0.61 -1.36
N -2.39 0.03 0.60
C 0.22 0.38 -0.18
C -0.44 0.06 0.10
H 0.31 -0.37 0.31
H -0.29 0.15 0.07
H 0.39 -0.05 -0.34
H 0.98 -1.07 -0.29
H -0.12 -0.23 1.04